# 1
{
  "formula": "C24H62N14O8",
  "method": "the ωB97M-V functional and the def2-TZVPD basis",
  "species": ["O", "O", "O", "O", "O", "O", "O", "O", "N", "N", "N", "N", "N", "N", "N", "N", "N", "N", "N", "N", "N", "N", "C", "C", "C", "C", "C", "C", "C", "C", "C", "C", "C", "C", "C", "C", "C", "C", "C", "C", "C", "C", "C", "C", "C", "C", "H", "H", "H", "H", "H", "H", "H", "H", "H", "H", "H", "H", "H", "H", "H", "H", "H", "H", "H", "H", "H", "H", "H", "H", "H", "H", "H", "H", "H", "H", "H", "H", "H", "H", "H", "H", "H", "H", "H", "H", "H", "H", "H", "H", "H", "H", "H", "H", "H", "H", "H", "H", "H", "H", "H", "H", "H", "H", "H", "H", "H", "H"],
  "coordinates": [[-2.425, 2.366, -0.663], [-0.454, -1.238, -5.735], [1.893, -3.803, -1.318], [-1.359, 2.828, 4.728], [-5.002, 1.474, -3.551], [-1.020, -4.279, -7.675], [-3.506, -1.510, 2.264], [-0.955, 0.294, -2.902], [-6.023, -0.453, -2.902], [0.619, -5.725, -7.226], [-3.827, -0.205, -2.699], [-2.325, -0.140, -5.496], [-2.285, 2.468, -2.909], [0.513, 0.083, -1.095], [2.092, -2.754, -0.457], [-4.203, -0.822, 0.344], [-2.190, -0.312, 0.852], [-1.857, -0.802, -7.456], [0.363, -1.346, -2.759], [-2.887, 4.242, -1.833], [-0.081, 3.321, 4.547], [0.133, -4.348, -5.784], [3.341, -2.001, -0.624], [2.626, 4.329, 4.631], [1.917, -4.241, 1.419], [0.955, 2.440, 3.904], [-0.933, 5.399, 5.777], [1.485, -1.869, 1.799], [0.528, 3.573, 6.936], [0.232, 1.767, 2.647], [-4.951, 0.349, -3.076], [1.406, 5.199, 5.131], [-0.102, -4.681, -7.010], [4.634, -2.820, -0.346], [2.874, -1.291, 1.956], [-0.203, -3.106, 0.479], [3.427, -1.332, -1.988], [-1.449, -0.773, -6.192], [1.427, 1.286, 4.790], [3.311, -0.892, 0.525], [-2.552, 2.986, -1.715], [-0.108, -0.227, -2.250], [-3.263, -0.878, 1.237], [0.175, 4.404, 5.628], [1.350, -3.018, 0.773], [2.122, 3.394, 3.470], [0.794, 4.245, 7.752], [1.433, 2.965, 6.929], [0.878, 0.989, 2.239], [2.935, -4.335, 1.796], [3.002, 2.821, 3.181], [2.002, 1.611, 5.657], [2.120, 0.541, 4.399], [-0.388, -4.104, 0.080], [3.345, 5.019, 4.189], [4.957, -3.608, -1.026], [-0.445, -3.617, -5.393], [0.872, -1.019, 1.497], [0.114, 2.517, 1.865], [-0.685, 6.269, 6.385], [-5.098, -1.274, 0.469], [-5.945, -1.297, -2.352], [0.283, 0.975, -0.683], [-3.687, -1.151, -2.375], [-3.244, 4.658, -0.984], [-2.100, 0.288, 0.044], [1.000, -4.640, -5.358], [-6.844, -0.147, -3.404], [2.877, -0.420, 2.612], [1.109, -5.910, -8.090], [1.730, -5.179, 0.898], [-2.946, 0.290, -2.672], [-3.137, 4.720, -2.686], [1.216, -0.515, -0.684], [5.499, -2.160, -0.296], [-2.250, -0.009, -4.497], [-2.475, 2.968, -3.765], [-3.257, 0.153, -5.753], [4.510, -3.178, 0.677], [-1.858, 5.088, 6.262], [0.590, 0.606, 4.948], [-1.153, 5.880, 4.824], [-1.806, 1.611, -2.674], [-1.284, 2.117, 5.369], [-0.693, 1.255, 2.912], [1.726, 5.879, 5.920], [0.980, -2.300, 2.664], [-0.581, -2.490, -0.337], [1.901, 3.930, 2.546], [3.477, -2.022, 2.493], [2.905, 0.053, 0.164], [-1.396, -0.274, 1.475], [4.458, -1.213, -2.321], [3.158, 3.676, 5.323], [1.161, 5.762, 4.230], [2.502, -4.479, -1.012], [-1.178, -1.201, -8.089], [-2.733, -0.374, -7.718], [4.296, -0.449, 0.671], [0.987, -6.135, -6.379], [-3.977, -0.087, -0.311], [3.107, -2.084, -2.709], [0.816, -2.044, -2.186], [-0.224, 2.842, 7.234], [-0.851, -2.913, 1.334], [-0.019, -1.565, -3.668], [2.753, -0.483, -2.094], [1.296, -4.390, 2.303]],
  "e_above_lowest_kj_mol": 439.2,
  "total_charge": 0,
  "smiles": "CC1(C)CCCC(C)(C)N1O.CC1(C)CCCC(C)(C)N1O.NC(N)=O.NC(N)=O.NC(N)=O.NC(N)=O.NC(N)=O.NC(N)=O",
  "lumo_ev": 0.3,
  "homo_lumo_gap_ev": 8.265,
  "energy_ev": -63134.2208
}

# 2
{
  "formula": "C24H62N2O15S5V",
  "method": "the ωB97M-V functional and the def2-TZVPD basis",
  "species": ["V", "S", "S", "S", "S", "S", "O", "O", "O", "O", "O", "O", "O", "O", "O", "O", "O", "O", "O", "O", "O", "N", "N", "C", "C", "C", "C", "C", "C", "C", "C", "C", "C", "C", "C", "C", "C", "C", "C", "C", "C", "C", "C", "C", "C", "C", "C", "H", "H", "H", "H", "H", "H", "H", "H", "H", "H", "H", "H", "H", "H", "H", "H", "H", "H", "H", "H", "H", "H", "H", "H", "H", "H", "H", "H", "H", "H", "H", "H", "H", "H", "H", "H", "H", "H", "H", "H", "H", "H", "H", "H", "H", "H", "H", "H", "H", "H", "H", "H", "H", "H", "H", "H", "H", "H", "H", "H", "H", "H"],
  "coordinates": [[3.673, -29.141, 20.553], [5.819, -31.341, 22.388], [-3.815, -33.121, 18.664], [0.688, -28.957, 22.515], [-1.127, -30.533, 17.350], [4.823, -29.865, 17.215], [5.543, -35.298, 17.477], [3.903, -29.757, 18.435], [1.121, -32.459, 19.842], [4.137, -33.995, 18.673], [4.040, -36.426, 21.430], [4.978, -30.320, 21.679], [-2.563, -30.205, 17.133], [-3.366, -31.232, 24.935], [2.067, -32.624, 21.790], [-1.827, -32.615, 24.470], [6.048, -33.195, 18.126], [-4.280, -31.907, 17.944], [-2.259, -30.938, 23.006], [2.599, -31.021, 20.431], [1.856, -28.794, 21.559], [5.373, -39.191, 21.109], [1.919, -32.051, 20.690], [4.264, -41.251, 20.051], [4.116, -40.032, 20.963], [4.376, -28.614, 16.001], [4.066, -37.406, 22.453], [7.314, -33.136, 17.435], [6.608, -40.055, 21.234], [5.661, -32.840, 21.422], [-0.826, -33.229, 23.663], [5.462, -38.333, 19.851], [-2.625, -32.706, 19.990], [1.392, -29.873, 23.946], [0.035, -29.504, 16.353], [-0.609, -29.789, 18.939], [6.519, -37.217, 19.861], [4.214, -31.332, 16.326], [0.316, -27.442, 23.388], [4.847, -31.962, 23.815], [3.115, -34.986, 18.542], [5.299, -38.288, 22.370], [-4.231, -30.110, 24.843], [2.969, -35.507, 21.600], [5.287, -34.272, 18.041], [-2.425, -31.531, 24.044], [-2.728, -34.015, 17.538], [3.320, -41.795, 20.084], [2.218, -30.491, 23.611], [3.911, -40.455, 21.951], [4.796, -31.196, 24.584], [0.634, -30.479, 24.446], [2.168, -34.540, 18.842], [-2.286, -34.878, 18.038], [0.287, -30.008, 15.422], [3.403, -31.129, 15.629], [6.692, -40.569, 20.281], [5.206, -39.069, 23.121], [3.387, -28.789, 15.571], [-4.256, -29.611, 25.808], [-3.301, -34.435, 16.710], [7.983, -33.865, 17.890], [7.445, -39.361, 21.260], [-0.446, -28.539, 16.205], [4.957, -41.966, 20.491], [3.118, -37.944, 22.336], [5.328, -32.878, 24.156], [1.674, -29.191, 24.751], [3.105, -34.696, 20.896], [3.764, -31.988, 17.071], [2.001, -35.963, 21.346], [0.460, -29.617, 19.077], [-2.451, -33.546, 20.669], [6.256, -33.630, 21.880], [0.027, -26.707, 22.632], [3.997, -37.024, 23.477], [3.840, -32.230, 23.487], [-0.601, -27.577, 23.965], [0.968, -29.461, 16.917], [7.654, -32.114, 17.345], [5.023, -28.719, 15.127], [6.533, -40.715, 22.090], [-3.072, -31.906, 20.575], [-3.900, -29.346, 24.136], [-0.664, -34.263, 23.938], [6.247, -37.773, 22.279], [2.911, -35.119, 17.474], [-1.043, -28.792, 19.050], [6.003, -32.707, 20.398], [4.461, -37.978, 19.632], [0.068, -32.616, 23.809], [2.795, -35.175, 22.627], [6.386, -36.772, 18.868], [4.407, -27.602, 16.397], [5.736, -39.029, 19.057], [4.551, -40.978, 19.039], [-5.203, -30.479, 24.529], [7.135, -33.582, 16.453], [3.339, -35.950, 18.986], [-2.013, -33.348, 17.054], [-0.869, -30.407, 19.796], [6.362, -36.472, 20.631], [7.534, -37.591, 19.723], [4.602, -33.098, 21.456], [-0.946, -33.163, 22.579], [3.314, -39.331, 20.752], [5.104, -31.738, 15.851], [-1.614, -32.474, 19.649], [1.099, -27.030, 24.020]],
  "total_charge": 2,
  "lumo_ev": [-4.9, -5.0],
  "homo_lumo_gap_ev": [5.765, 5.739],
  "energy_ev": -139427.8606,
  "multiplicity": 4
}

# 3
{
  "formula": "C24H63BO11S",
  "method": "the ωB97M-V functional and the def2-TZVPD basis",
  "species": ["S", "O", "O", "O", "O", "O", "O", "O", "O", "O", "O", "O", "C", "C", "C", "C", "C", "C", "C", "C", "C", "C", "C", "C", "C", "C", "C", "C", "C", "C", "C", "C", "C", "C", "C", "C", "B", "H", "H", "H", "H", "H", "H", "H", "H", "H", "H", "H", "H", "H", "H", "H", "H", "H", "H", "H", "H", "H", "H", "H", "H", "H", "H", "H", "H", "H", "H", "H", "H", "H", "H", "H", "H", "H", "H", "H", "H", "H", "H", "H", "H", "H", "H", "H", "H", "H", "H", "H", "H", "H", "H", "H", "H", "H", "H", "H", "H", "H", "H", "H"],
  "coordinates": [[-4.010, -1.101, -1.517], [0.341, 2.433, -1.940], [2.128, -2.964, -4.546], [-3.467, 0.243, -2.399], [-5.347, -3.275, -0.164], [-2.481, 1.138, -0.576], [-1.820, 1.686, -2.658], [7.971, 5.436, 3.762], [4.565, 3.422, -0.244], [0.550, 4.870, 0.088], [-9.738, -6.172, -1.031], [1.600, -0.805, 1.713], [-10.241, -6.935, 0.064], [6.771, 3.480, -1.251], [-6.635, -1.798, 1.262], [8.258, 3.198, 4.649], [2.158, 1.479, 1.109], [-0.708, 6.212, 1.669], [9.801, 5.078, 5.317], [-0.691, 4.970, 0.793], [0.255, 0.153, -3.036], [-9.225, -7.974, 0.510], [1.110, -3.926, -4.826], [5.964, 3.475, 0.038], [-0.987, 3.708, 1.583], [8.936, 4.488, 4.216], [6.297, 4.662, 0.925], [-0.145, -3.235, -5.336], [1.617, -4.978, -5.799], [3.559, 0.183, 2.750], [-11.583, -7.560, -0.282], [-2.558, 1.010, -1.762], [1.402, -0.313, -2.118], [-6.667, -2.802, 0.122], [-7.605, -3.964, 0.400], [2.679, 0.111, 1.511], [-0.407, 1.475, -2.525], [1.257, 4.760, 0.733], [2.973, 2.173, 0.901], [1.868, -4.515, -6.758], [7.842, 3.466, -1.044], [-0.951, -3.944, -5.528], [0.904, -4.395, -3.862], [10.281, 5.995, 4.977], [7.653, 2.792, 3.838], [-0.239, 3.560, 2.368], [2.987, 0.575, 3.596], [-6.283, -2.279, 2.180], [2.338, -2.513, -5.371], [-0.491, -0.644, -3.102], [-5.959, -0.975, 1.030], [-0.510, 7.105, 1.075], [0.987, -0.480, -1.121], [-8.277, -7.497, 0.759], [-7.628, -1.391, 1.454], [-1.967, 3.776, 2.057], [0.862, -5.743, -5.981], [1.818, -1.254, -2.475], [8.991, 2.447, 4.946], [2.174, 0.449, -2.022], [9.555, 4.291, 3.338], [-6.976, -2.296, -0.794], [3.252, -0.317, 0.687], [6.063, 5.597, 0.408], [4.327, 4.217, -0.735], [-0.142, 3.245, -1.742], [0.619, 0.323, -4.055], [6.164, 2.549, 0.582], [-7.622, -4.664, -0.432], [1.539, 1.896, 1.911], [10.574, 4.375, 5.631], [-1.440, 5.079, 0.004], [7.352, 4.680, 1.195], [6.520, 2.615, -1.864], [2.514, -5.458, -5.409], [6.550, 4.383, -1.829], [-10.380, -6.202, 0.862], [-8.624, -3.615, 0.568], [-11.997, -8.101, 0.571], [1.046, -0.453, 2.418], [-0.491, -2.495, -4.615], [4.412, 0.844, 2.584], [-5.012, -3.724, 0.619], [1.535, 1.407, 0.218], [-1.672, 6.329, 2.166], [-7.278, -4.503, 1.296], [-3.665, -1.960, -2.486], [-0.981, 2.832, 0.935], [7.601, 3.385, 5.503], [-9.596, -6.770, -1.773], [7.392, 5.650, 4.501], [0.064, 6.137, 2.440], [-9.043, -8.693, -0.294], [-11.468, -8.268, -1.108], [0.075, -2.713, -6.272], [-9.579, -8.525, 1.382], [-12.294, -6.794, -0.588], [9.187, 5.318, 6.190], [3.929, -0.807, 3.020], [5.716, 4.630, 1.846]],
  "total_charge": 0,
  "smiles": "CCB(O)OC(=O)OS.CC(C)O.CC(C)O.CC(C)O.CC(C)O.CC(C)O.CC(C)O.CC(C)O",
  "lumo_ev": 0.7,
  "homo_lumo_gap_ev": 9.861,
  "energy_ev": -59945.9355
}